Arrangement 1

A gas-phase ion, C5H13N2O (charge +1). Source: the Open Molecules 2025 dataset; level of theory: ωB97M-V/def2-TZVPD.

CARTESIAN COORDINATES (ANGSTROEM)
C1 -1.068 1.557 0.067
C2 0.305 2.099 0.501
C3 1.267 -0.126 0.022
C4 -1.901 -0.597 -0.715
C5 0.909 -2.393 -0.334
N1 -0.989 0.526 -0.899
N2 1.224 0.977 0.823
O1 0.894 -1.338 0.497
H1 -1.638 1.322 0.909
H2 -1.536 2.333 -0.522
H3 0.693 2.663 -0.395
H4 0.313 2.812 1.383
H5 1.633 -0.015 -0.930
H6 -2.001 -1.341 -1.495
H7 -1.455 -1.017 0.214
H8 -2.962 -0.202 -0.514
H9 1.426 -3.194 0.049
H10 1.124 -2.147 -1.428
H11 -0.176 -2.729 -0.488
H12 2.119 1.455 0.795
H13 1.262 0.666 1.761

Summary:
charge	+1
multiplicity	1
Kohn-Sham gap (alpha / beta)	9.244 / 8.193	eV
lowest unoccupied orbital energy (alpha / beta)	-0.1360 / -0.1377	hartree

Atom charges from the Löwdin analysis, given in e for atoms 1 to 6: -0.249 -0.069 -0.135 -0.106 -0.099 -0.023

***

Arrangement 2

2 unconnected molecules or ions with the total composition C5H13N2O. Source: the Open Molecules 2025 dataset; level of theory: ωB97M-V/def2-TZVPD.

CARTESIAN COORDINATES (ANGSTROEM)
C1 -0.941 -0.854 0.152
O1 -1.571 -1.939 0.728
C2 -1.803 0.433 0.303
C3 -1.104 1.572 -0.412
C4 0.369 1.263 -0.574
C5 0.940 0.175 -0.309
N1 4.537 -0.934 0.447
N2 -3.177 0.318 -0.081
H1 0.012 -0.599 0.715
H2 -0.747 -1.004 -0.918
H3 -0.941 -2.536 1.151
H4 -1.788 0.657 1.371
H5 -1.506 1.835 -1.394
H6 -1.197 2.498 0.143
H7 0.823 2.050 -1.164
H8 1.574 -0.597 -0.720
H9 5.149 -1.199 -0.307
H10 3.577 -0.827 0.174
H11 4.943 -0.162 0.945
H12 -3.341 -0.214 -0.919
H13 -3.806 0.064 0.667

Summary:
charge	+1
multiplicity	1
Kohn-Sham gap	6.788	eV
lowest unoccupied orbital energy	-0.2214	hartree

Atom charges from the Löwdin analysis, given in e for atoms 1 to 6: -0.233 0.052 -0.363 -0.084 -0.056 0.213

***

Least stable: arrangement 1

***

Arrangement 1

2 unconnected molecules or ions with the total composition C5H13N2O. Source: the Open Molecules 2025 dataset; level of theory: ωB97M-V/def2-TZVPD.

CARTESIAN COORDINATES (ANGSTROEM)
N1 -1.969 -1.481 0.912
C1 -1.624 -0.944 -0.397
C2 2.087 0.011 0.184
C3 1.478 -1.219 0.598
O1 0.587 -1.239 1.408
C4 -1.141 0.493 -0.224
N2 0.130 0.800 -0.882
C5 0.611 2.129 -0.489
H1 -0.803 -1.538 -0.827
H2 -2.572 -2.288 0.805
H3 -1.129 -1.761 1.402
H4 -2.477 -1.023 -1.072
H5 2.032 0.938 0.753
H6 2.890 -0.027 -0.536
H7 1.789 -2.139 0.112
H8 -1.066 0.695 0.850
H9 -1.870 1.179 -0.672
H10 0.773 0.044 -0.557
H11 0.049 2.868 -1.029
H12 1.616 2.233 -0.925
H13 0.609 2.270 0.588

Summary:
charge	+1
multiplicity	1
Kohn-Sham gap	5.085	eV
lowest unoccupied orbital energy	-0.2957	hartree

Atom charges from the Löwdin analysis, given in e for atoms 1 to 6: 0.038 -0.238 0.212 -0.260 0.081 -0.167

***

Arrangement 2

A gas-phase ion, C5H13N2O (charge +1). Source: the Open Molecules 2025 dataset; level of theory: ωB97M-V/def2-TZVPD.

CARTESIAN COORDINATES (ANGSTROEM)
N1 2.368 -1.015 -0.066
C1 0.933 -0.935 -0.092
C2 0.297 -1.563 -1.422
C3 0.522 0.580 -0.082
N2 -0.804 1.020 -0.015
C4 -1.836 0.136 0.492
C5 -2.938 0.816 1.302
O1 1.498 1.325 -0.141
H1 2.760 -0.380 -0.788
H2 2.883 -0.626 0.798
H3 2.790 -1.940 -0.324
H4 0.408 -1.291 0.864
H5 -0.280 -2.473 -1.283
H6 1.013 -1.661 -2.204
H7 -0.274 -0.789 -2.012
H8 -0.884 2.017 -0.052
H9 -2.195 -0.491 -0.372
H10 -1.404 -0.556 1.312
H11 -2.514 0.825 2.292
H12 -4.046 0.627 1.199
H13 -3.045 1.898 1.076

Summary:
charge	+1
multiplicity	1
Kohn-Sham gap	10.111	eV
lowest unoccupied orbital energy	-0.1294	hartree

Atom charges from the Löwdin analysis, given in e for atoms 1 to 6: 0.177 -0.253 -0.001 -0.411 0.078 -0.256

***

Least stable: arrangement 1

***

Arrangement 1

A gas-phase ion, C5H13N2O (charge +1). Source: the Open Molecules 2025 dataset; level of theory: ωB97M-V/def2-TZVPD.

CARTESIAN COORDINATES (ANGSTROEM)
N1 0.834 -0.855 1.771
C1 -0.801 -0.689 1.622
C2 -0.907 -0.435 0.178
N2 0.104 0.671 -0.258
C3 -0.735 1.856 -0.366
C4 0.552 0.425 -1.663
C5 1.266 -0.864 -1.665
O1 0.965 -1.774 -0.967
H1 1.201 -0.006 2.244
H2 1.216 -0.927 0.784
H3 1.041 -1.625 2.477
H4 -1.114 -1.748 1.985
H5 -1.224 0.173 2.237
H6 -0.643 -1.466 -0.353
H7 -1.931 -0.157 -0.031
H8 -0.140 2.638 -0.820
H9 -1.088 2.264 0.624
H10 -1.654 1.725 -0.927
H11 1.268 1.324 -2.005
H12 -0.267 0.519 -2.361
H13 2.055 -1.049 -2.505

Summary:
charge	+1
multiplicity	1
Kohn-Sham gap	10.551	eV
lowest unoccupied orbital energy	-0.1159	hartree

Atom charges from the Löwdin analysis, given in e for atoms 1 to 6: 0.160 -0.074 -0.220 -0.182 -0.121 -0.152

***

Arrangement 2

A gas-phase ion, C5H13N2O (charge +1). Source: the Open Molecules 2025 dataset; level of theory: ωB97M-V/def2-TZVPD.

CARTESIAN COORDINATES (ANGSTROEM)
C1 2.569 -0.074 0.089
N1 1.652 -0.415 -1.014
C2 0.424 0.294 -1.062
N2 -0.708 -0.547 -0.474
C3 -1.960 0.257 -0.275
C4 -1.669 0.959 1.059
O1 -0.614 0.184 1.659
C5 -0.475 -0.994 0.946
H1 3.590 -0.214 -0.255
H2 2.450 0.963 0.415
H3 2.432 -0.725 0.950
H4 2.137 -0.298 -1.893
H5 0.118 0.456 -2.094
H6 0.415 1.247 -0.529
H7 -0.841 -1.334 -1.110
H8 -2.767 -0.464 -0.167
H9 -2.161 0.909 -1.121
H10 -2.553 0.981 1.693
H11 -1.291 1.973 0.942
H12 0.509 -1.429 1.078
H13 -1.256 -1.729 1.164

Summary:
charge	+1
multiplicity	1
Kohn-Sham gap	10.971	eV
lowest unoccupied orbital energy	-0.1094	hartree

Atom charges from the Löwdin analysis, given in e for atoms 1 to 6: -0.076 -0.075 -0.152 -0.035 -0.057 -0.112

***

Arrangement 3

A gas-phase ion, C5H13N2O (charge +1). Source: the Open Molecules 2025 dataset; level of theory: ωB97M-V/def2-TZVPD.

CARTESIAN COORDINATES (ANGSTROEM)
N1 0.594 -0.811 -1.334
C1 -0.890 -0.724 -0.910
C2 -1.377 -2.015 -0.427
C3 -1.031 0.376 0.233
N2 -0.019 1.479 -0.052
C4 0.774 1.713 1.139
C5 2.122 1.055 1.175
O1 2.518 0.415 0.251
H1 1.077 0.181 -1.131
H2 0.555 -0.990 -2.366
H3 1.190 -1.471 -0.721
H4 -1.425 -0.443 -1.796
H5 -1.030 -2.088 0.753
H6 -1.104 -3.038 -0.748
H7 -2.461 -2.088 -0.321
H8 -0.871 -0.143 1.168
H9 -2.072 0.669 0.435
H10 -0.458 2.311 -0.381
H11 0.923 2.808 1.077
H12 0.175 1.401 2.069
H13 2.810 1.404 1.886

Summary:
charge	+1
multiplicity	1
Kohn-Sham gap	10.952	eV
lowest unoccupied orbital energy	-0.1060	hartree

Atom charges from the Löwdin analysis, given in e for atoms 1 to 6: 0.162 -0.335 -0.084 -0.115 -0.063 -0.180

***

Least stable: arrangement 1

***

Arrangement 1

A gas-phase ion, C5H13N2O (charge +1). Source: the Open Molecules 2025 dataset; level of theory: ωB97M-V/def2-TZVPD.

CARTESIAN COORDINATES (ANGSTROEM)
N1 1.532 -0.585 -0.797
C1 0.418 -0.625 0.209
C2 -0.232 0.722 0.437
C3 -0.933 1.201 -0.905
C4 0.667 1.804 1.046
C5 -0.485 -1.754 -0.257
N2 -1.464 -2.075 0.598
O1 -0.239 -2.339 -1.288
H1 2.356 -0.217 -0.331
H2 1.290 -0.062 -1.636
H3 1.739 -1.557 -1.050
H4 0.847 -0.975 1.144
H5 -1.099 0.591 1.073
H6 -0.906 2.287 -0.971
H7 -1.974 0.894 -0.890
H8 -0.468 0.805 -1.810
H9 1.716 1.769 0.757
H10 0.293 2.780 0.763
H11 0.721 1.662 2.126
H12 -1.654 -1.531 1.427
H13 -2.126 -2.794 0.355

Summary:
charge	+1
multiplicity	1
Kohn-Sham gap	11.312	eV
lowest unoccupied orbital energy	-0.1233	hartree

Atom charges from the Löwdin analysis, given in e for atoms 1 to 6: 0.249 -0.208 -0.344 -0.016 -0.038 -0.514

***

Arrangement 2

A gas-phase ion, C5H13N2O (charge +1). Source: the Open Molecules 2025 dataset; level of theory: ωB97M-V/def2-TZVPD.

CARTESIAN COORDINATES (ANGSTROEM)
C1 -1.332 1.455 -0.221
O1 -2.000 2.620 0.206
C2 0.140 1.572 0.146
C3 1.080 0.761 -0.799
C4 1.702 -0.495 -0.155
N1 -0.171 -2.709 -0.534
C5 0.051 -2.153 0.644
N2 0.897 -1.187 0.851
H1 -1.442 1.343 -1.307
H2 -1.746 0.519 0.185
H3 -2.945 2.442 0.262
H4 0.251 1.114 1.114
H5 0.506 2.589 0.244
H6 0.667 0.514 -1.774
H7 1.920 1.425 -1.015
H8 1.976 -1.163 -0.982
H9 2.665 -0.312 0.316
H10 0.377 -2.399 -1.318
H11 -0.662 -3.589 -0.560
H12 -0.532 -2.521 1.468
H13 0.969 -0.772 1.764

Summary:
charge	+1
multiplicity	1
Kohn-Sham gap	9.815	eV
lowest unoccupied orbital energy	-0.1298	hartree

Atom charges from the Löwdin analysis, given in e for atoms 1 to 6: -0.282 -0.040 -0.155 -0.145 -0.148 0.207

***

Arrangement 3

A gas-phase ion, C5H13N2O (charge +1). Source: the Open Molecules 2025 dataset; level of theory: ωB97M-V/def2-TZVPD.

CARTESIAN COORDINATES (ANGSTROEM)
N1 -0.102 -2.171 1.048
C1 0.320 -0.911 1.854
C2 -0.053 0.338 1.083
N2 0.980 0.718 0.104
C3 -0.612 1.986 -1.390
C4 0.401 0.877 -1.264
C5 0.066 -0.525 -1.684
O1 -1.061 -0.978 -1.717
H1 0.729 -2.743 0.924
H2 -0.483 -1.841 0.150
H3 -0.885 -2.665 1.471
H4 1.387 -1.002 1.978
H5 -0.264 -0.936 2.775
H6 -0.321 1.128 1.784
H7 -1.027 0.209 0.591
H8 1.312 1.635 0.380
H9 -1.310 2.025 -0.543
H10 -0.089 2.942 -1.410
H11 -1.173 1.958 -2.323
H12 1.264 1.138 -1.877
H13 0.921 -1.181 -1.934

Summary:
charge	+1
multiplicity	1
Kohn-Sham gap	10.417	eV
lowest unoccupied orbital energy	-0.1246	hartree

Atom charges from the Löwdin analysis, given in e for atoms 1 to 6: 0.216 -0.082 -0.225 -0.002 -0.030 -0.363

***

Least stable: arrangement 3

***

Arrangement 1

A molecular structure, C4H9N2O2. Source: the Open Molecules 2025 dataset; level of theory: ωB97M-V/def2-TZVPD.

CARTESIAN COORDINATES (ANGSTROEM)
C1 -0.438 -0.080 0.779
N1 0.764 0.555 0.313
C2 1.941 -0.146 -0.072
O1 3.001 0.484 0.109
O2 1.717 -1.278 -0.566
C3 -1.582 -0.192 -0.258
C4 -1.893 1.137 -0.946
N2 -2.732 -0.656 0.585
H1 -0.258 -1.027 1.325
H2 -0.821 0.571 1.584
H3 1.019 1.300 0.943
H4 -1.112 -0.768 -1.081
H5 -1.015 1.436 -1.511
H6 -2.821 1.161 -1.518
H7 -1.946 1.880 -0.153
H8 -3.441 -0.798 -0.144
H9 -2.031 -1.427 0.221

Summary:
charge	-1
multiplicity	1
Kohn-Sham gap	7.905	eV
lowest unoccupied orbital energy	0.1388	hartree

Atom charges from the Löwdin analysis, given in e for atoms 1 to 6: -0.231 0.010 -0.818 -0.092 -0.090 -0.532

***

Arrangement 2

2 unconnected molecules or ions with the total composition C4H9N2O2. Source: the Open Molecules 2025 dataset; level of theory: ωB97M-V/def2-TZVPD.

CARTESIAN COORDINATES (ANGSTROEM)
O1 0.473 -0.923 1.355
C1 0.776 -0.130 0.421
N1 1.641 0.854 0.544
C2 -1.161 0.662 2.796
O2 -2.095 0.707 3.563
C3 -0.060 -0.402 -0.888
C4 0.653 -1.345 -1.865
N2 -0.588 0.854 -1.507
H1 1.698 1.336 -0.353
H2 -0.208 0.253 3.134
H3 -1.167 1.021 1.756
H4 -0.923 -0.873 -0.425
H5 0.969 -2.222 -1.304
H6 -0.089 -1.609 -2.626
H7 1.460 -0.816 -2.360
H8 -1.426 1.025 -0.978
H9 0.049 1.608 -1.266

Summary:
charge	-1
multiplicity	1
Kohn-Sham gap	7.946	eV
lowest unoccupied orbital energy	0.1469	hartree

Atom charges from the Löwdin analysis, given in e for atoms 1 to 6: -0.154 -0.701 0.041 -0.152 -0.056 -0.395

***

Least stable: arrangement 1

***

Arrangement 1

A single C3H4N4 molecule. Source: the Open Molecules 2025 dataset; level of theory: ωB97M-V/def2-TZVPD.

CARTESIAN COORDINATES (ANGSTROEM)
C1 2.580 -0.317 0.027
C2 1.542 0.459 0.019
C3 -0.929 1.103 -0.075
H1 2.523 -1.364 -0.144
H2 3.629 0.022 0.195
H3 1.642 1.604 0.398
H4 -0.805 2.064 0.148
N1 0.136 0.258 -0.151
N2 -1.965 0.292 0.027
N3 -1.550 -0.970 0.146
N4 -0.356 -0.979 -0.082

Summary:
multiplicity	1
Kohn-Sham gap	10.852	eV
lowest unoccupied orbital energy	0.0212	hartree

Atom charges from the Löwdin analysis, given in e for atoms 1 to 6: 0.011 -0.159 -0.104 0.050 0.082 0.160

***

Arrangement 2

A single C3H4N4 molecule. Source: the Open Molecules 2025 dataset; level of theory: ωB97M-V/def2-TZVPD.

CARTESIAN COORDINATES (ANGSTROEM)
C1 1.617 0.232 0.305
C2 -0.903 0.829 -0.105
C3 -1.995 0.029 -0.075
H1 2.224 -1.453 -0.494
H2 1.648 1.275 0.914
H3 -0.361 1.764 -0.411
H4 -2.963 0.488 -0.260
N1 2.632 -0.582 -0.260
N2 0.165 -0.134 0.132
N3 -1.671 -1.172 0.052
N4 -0.394 -1.276 0.202

Summary:
multiplicity	1
Kohn-Sham gap	9.704	eV
lowest unoccupied orbital energy	-0.0155	hartree

Atom charges from the Löwdin analysis, given in e for atoms 1 to 6: -0.073 -0.026 -0.239 -0.002 0.157 0.120

***

Arrangement 3

A molecular structure, C3H4N4. Source: the Open Molecules 2025 dataset; level of theory: ωB97M-V/def2-TZVPD.

CARTESIAN COORDINATES (ANGSTROEM)
N1 -1.888 -0.018 0.874
C1 -0.791 -0.086 0.060
C2 0.374 0.198 0.758
N2 1.590 0.227 0.212
C3 1.779 -0.014 -1.052
N3 0.803 -0.329 -1.955
N4 -0.393 -0.440 -1.775
H1 -1.741 0.223 1.861
H2 -2.847 -0.211 0.645
H3 0.338 0.425 1.836
H4 2.775 0.024 -1.466

Summary:
multiplicity	1
Kohn-Sham gap	8.389	eV
lowest unoccupied orbital energy	0.0009	hartree

Atom charges from the Löwdin analysis, given in e for atoms 1 to 6: 0.069 -0.133 -0.192 0.059 -0.242 -0.065

***

Least stable: arrangement 2